# 1
{"formula": "C25H62BN2O17Zr", "method": "ωB97M-V/def2-TZVPD", "symbols": ["H", "H", "H", "O", "H", "H", "H", "H", "H", "H", "C", "O", "H", "H", "H", "Zr", "C", "H", "H", "H", "H", "H", "H", "H", "C", "H", "H", "O", "C", "O", "O", "O", "C", "C", "O", "H", "H", "H", "O", "C", "H", "O", "H", "H", "O", "H", "H", "C", "C", "N", "C", "H", "C", "B", "H", "H", "C", "C", "H", "H", "H", "H", "H", "H", "C", "H", "O", "O", "C", "C", "H", "O", "O", "H", "H", "H", "C", "H", "O", "N", "H", "C", "C", "C", "H", "C", "H", "H", "H", "H", "H", "H", "H", "O", "C", "C", "H", "H", "H", "H", "C", "H", "C", "H", "H", "H", "H", "O"], "coordinates": [[0.05043, -1.44035, -4.41469], [-0.79010, 3.87006, 1.14292], [0.38466, 2.26865, -6.68620], [1.52794, 1.04558, -5.57646], [3.49995, -1.58251, 1.75059], [0.01159, -0.99120, 0.08575], [0.21633, 2.26303, -4.84927], [-0.07840, 0.31854, 6.26842], [-1.51559, -0.56119, -0.79758], [4.60607, -2.88504, 1.80993], [0.29582, 1.65698, -5.76174], [2.26680, 0.65623, -0.22966], [-4.98744, -4.50064, 0.90628], [-0.52717, 0.63041, 0.15443], [3.34000, 4.54368, -0.80909], [-0.57132, -1.88030, 3.92658], [2.27829, 6.56629, 1.81866], [1.66776, 2.21562, -2.90041], [-2.53756, -6.19222, 1.20420], [-1.06354, -5.19061, 1.39052], [-3.05925, 1.19563, 0.85341], [0.82841, 3.00999, 2.88643], [4.33766, 0.03832, -0.54055], [-2.35081, -3.65506, -3.81332], [-0.91353, -0.35865, 0.09657], [2.59888, -1.69364, -7.10126], [-4.81616, -3.46710, 2.31984], [-1.23014, 2.18520, 2.41171], [1.85217, 6.12291, -0.61091], [1.11933, -1.63496, 5.45018], [3.95040, -2.49210, -0.12017], [1.69519, 4.04290, -1.83635], [-2.05295, -5.36908, 1.71868], [-3.15539, -3.60067, -3.12065], [0.75495, -1.66902, -6.28249], [1.95853, 2.22499, 1.05378], [-2.07988, 4.01555, 2.37445], [-3.77460, -0.20028, 0.14127], [-1.68571, -1.88776, 5.68882], [-4.38246, -4.34091, 1.81629], [0.77508, 6.25467, -0.86665], [-3.33723, -3.24749, 6.03097], [-4.04976, -4.30262, -3.50049], [-2.88002, 3.33608, 7.31085], [-1.54527, -1.00626, 2.31199], [-0.67530, 1.79836, 5.64781], [2.39941, 5.88556, 2.71056], [0.18078, -2.21152, -5.15404], [-1.57484, 3.38618, 1.67791], [-2.52728, -2.80931, 5.30046], [0.53199, 0.97230, 3.70296], [1.12992, 6.39383, -4.67704], [-0.82042, 0.71115, 5.65579], [0.86852, -2.44381, 2.20969], [-1.23488, 2.35017, -1.48942], [-0.34702, 2.86913, 4.20441], [2.02518, 0.31871, -6.62866], [4.33121, -2.05225, 1.19873], [3.05109, 0.68508, -6.90413], [3.27095, 2.74925, -2.43870], [0.66749, -3.13345, -4.83456], [3.25508, 7.14407, 1.79930], [-5.55610, -2.67556, -3.02184], [2.45528, 3.52603, -3.74536], [-4.98896, -1.82407, -3.29701], [2.09273, -1.55989, -0.06752], [-2.43546, -3.07222, 1.22496], [-0.54626, 0.22898, 4.29097], [3.32472, -0.11690, -0.94614], [-3.16653, 0.10488, 1.02580], [3.31712, 2.40079, -0.18946], [1.76142, -3.37750, 6.69670], [-2.83057, -1.38322, -2.36480], [2.22195, 7.20631, -0.75865], [-3.83232, -0.04119, 1.89476], [-5.00730, -1.91238, -4.41792], [2.97219, -1.60575, -0.71560], [-2.03558, -5.71845, 2.74902], [0.32008, -3.62629, 5.16314], [1.15580, -2.85746, 5.81565], [-5.27633, -0.80898, -2.99786], [2.07231, -1.13912, -6.29234], [2.27044, 3.07668, -2.73252], [-2.93664, -4.16893, 1.49579], [5.26694, -1.50275, 1.23871], [-0.05217, 2.29397, 3.24488], [3.17045, 0.27788, -1.95311], [3.13640, 5.61847, -2.27965], [1.66703, -10.43422, 1.58908], [-0.58945, 1.01711, -5.76581], [0.91212, 0.36606, 2.89657], [1.41526, 0.37995, -7.52696], [2.68347, -2.13818, -1.69618], [-2.38482, -3.20607, 4.09362], [-1.85479, -0.56241, 1.22210], [-3.64726, -2.15544, -2.88662], [-2.82446, -3.97511, -2.14105], [-4.54265, -5.23537, 2.46994], [3.48785, 1.40241, 1.25364], [1.34620, 7.14859, 1.96602], [2.78006, 1.76314, 0.52281], [2.55985, -1.36388, -5.30990], [2.62930, 5.02885, -1.45200], [-0.84471, -2.50212, -5.46327], [-1.84066, 0.47670, 5.96530], [1.35180, 1.00325, 4.43558], [-2.32218, 2.98803, 0.95649], [1.98059, 5.73032, 0.72336]], "forces_ev_per_angstrom": [[0.216, 0.038, 0.978], [0.915, 0.183, -0.179], [-0.670, -0.066, 0.571], [0.232, -0.188, 1.138], [0.311, 0.288, -0.483], [-0.968, 0.258, 0.277], [-0.363, 0.385, -0.535], [1.049, -0.988, 1.345], [0.488, 0.400, -0.159], [-0.133, -1.190, 0.076], [0.038, 1.303, 0.229], [1.005, -0.446, 0.397], [0.339, 0.001, 0.192], [-0.020, 1.232, -0.133], [0.754, 0.198, 0.337], [1.127, -0.585, -0.068], [-0.326, -0.125, 0.654], [-0.868, -0.479, 0.368], [0.232, -0.363, -0.407], [0.943, 0.103, -0.477], [0.407, -0.680, 0.269], [-1.856, -1.617, -0.094], [-0.355, 0.455, -0.200], [0.659, 0.120, -0.564], [0.431, -2.435, -0.288], [0.025, 0.373, 0.533], [0.369, -0.111, -0.182], [2.384, -0.216, 0.096], [0.671, 1.498, -0.277], [0.496, 0.142, -0.154], [-0.238, 1.497, 0.525], [0.265, -0.776, -0.976], [-1.294, -0.241, -0.136], [-3.257, -1.116, 0.333], [0.020, 0.453, -1.604], [-0.178, 0.404, -0.317], [-0.279, 0.954, 0.322], [0.961, -0.296, 0.393], [-1.270, -0.644, 0.257], [-1.137, -0.642, 0.268], [0.539, -0.757, -0.158], [-0.347, -0.054, 0.159], [2.073, 1.479, 0.767], [0.035, -0.051, -0.040], [0.392, -0.589, 0.840], [-0.350, -0.374, 0.033], [-0.268, 0.569, -0.928], [-1.085, -0.314, -0.365], [-1.379, -2.076, 0.155], [-0.484, -0.555, 0.925], [-0.388, 0.328, -0.486], [-0.094, -0.197, 0.152], [-0.843, 1.468, -1.142], [-0.017, -0.287, -0.154], [0.110, 0.174, -0.140], [0.204, -0.732, -1.384], [1.358, -0.569, -0.978], [-0.266, -0.261, -0.084], [-0.691, -0.279, 0.291], [0.003, -0.031, 0.504], [0.281, 0.114, 0.466], [-1.268, -0.305, -0.574], [-1.373, -0.326, 0.692], [-0.351, -0.088, 0.666], [-0.091, 0.936, -1.824], [-0.014, -0.223, -0.020], [-0.967, -1.663, -0.415], [-0.217, 0.260, 1.260], [-1.260, 0.266, 1.057], [-2.075, 0.125, 0.123], [-0.300, 0.484, 0.512], [0.756, 1.805, -0.128], [-1.623, -0.692, -0.642], [0.179, -1.633, 0.072], [0.471, 0.126, -0.217], [0.072, 0.308, 0.760], [-0.297, -1.223, -1.609], [-0.148, 0.424, 0.293], [0.333, 1.486, -0.809], [-1.730, -3.199, 0.234], [-0.307, -0.582, 0.071], [0.333, -1.575, 0.439], [0.983, 1.667, -1.006], [1.349, 1.326, 1.037], [-0.126, 0.850, -0.486], [0.833, 3.238, 1.227], [0.726, -0.653, -0.186], [-0.509, -1.202, 0.342], [-0.006, 0.023, 0.011], [0.212, -0.424, -0.361], [0.005, -0.173, -0.660], [-0.248, 0.320, -0.176], [0.454, 0.886, 1.452], [0.595, 0.660, 0.136], [-0.110, 2.049, -1.514], [3.833, -0.132, 0.813], [0.001, 0.025, -0.350], [0.173, 0.722, -0.566], [0.437, -0.134, 0.441], [0.947, 0.513, 0.413], [0.312, -0.991, -1.131], [-0.125, 0.391, -0.688], [-1.342, 2.230, -0.315], [0.454, 0.074, 0.151], [0.361, -0.113, -0.269], [-0.234, 0.674, -0.159], [0.478, 0.705, 0.270], [0.512, -1.331, 0.872]], "multiplicity": 1, "total_energy_ha": -2448.67359, "charge": 1}

***

# 2
{"formula": "C3H5N5", "method": "ωB97M-V/def2-TZVPD", "symbols": ["N", "H", "H", "N", "H", "C", "H", "C", "N", "N", "C", "H", "N"], "coordinates": [[0.16376, -0.81405, -0.07898], [-2.28360, -1.58992, 0.16442], [-2.42528, 1.28131, 0.03560], [-2.82303, -0.76838, -0.08531], [-0.23488, 2.36785, -0.20186], [1.48322, -0.35251, -0.02582], [3.34337, -0.39183, -0.09050], [0.13883, 1.38476, -0.03214], [-0.68795, 0.32696, 0.10260], [1.42078, 1.14426, 0.05523], [-2.04898, 0.25098, 0.01359], [-0.09005, -1.56909, 0.58432], [2.53386, -1.00274, -0.02578]], "forces_ev_per_angstrom": [[-1.412, -0.954, 1.039], [0.000, -0.580, -0.644], [-0.352, -0.336, -0.307], [1.051, 1.336, 1.060], [-0.475, 0.554, 0.238], [-0.259, 3.666, 0.917], [-0.167, -0.005, 0.280], [2.327, 0.522, 0.724], [1.346, -1.946, -0.311], [-1.987, -1.633, -1.346], [-1.334, 0.215, -0.600], [0.513, 0.611, -0.662], [0.749, -1.451, -0.389]], "e_above_lowest_kj_mol": 211.52, "smiles": "[H]/N=C\\n1cn/c(=N\\[H])[nH]1", "multiplicity": 1, "total_energy_ha": -391.03785}

***

# 3
{"formula": "C41H42ClGe2N3OS2SiW", "method": "ωB97M-V/def2-TZVPD", "symbols": ["H", "C", "C", "C", "C", "C", "C", "C", "C", "C", "H", "C", "H", "H", "S", "C", "C", "C", "H", "C", "H", "C", "H", "C", "C", "C", "H", "H", "C", "N", "H", "H", "H", "C", "H", "C", "C", "H", "C", "H", "C", "W", "H", "C", "C", "H", "Cl", "C", "H", "Ge", "H", "C", "C", "H", "H", "H", "N", "H", "H", "O", "C", "H", "H", "H", "C", "H", "H", "C", "H", "H", "H", "C", "N", "C", "C", "C", "Si", "H", "S", "Ge", "C", "H", "H", "H", "H", "C", "C", "H", "H", "C", "H", "H", "C", "H"], "coordinates": [[-0.36770, -3.49572, 4.29232], [-2.79908, -2.22895, -2.90453], [-3.19327, 2.12564, -3.49428], [-1.00524, -0.76476, -3.55314], [-1.26197, -2.90046, -4.62538], [-0.57700, -1.69892, -4.48279], [-4.25145, -0.28519, -0.67123], [-1.55658, 2.00344, 2.46403], [5.35214, -0.02296, 4.04031], [0.67741, -3.36422, -1.83740], [3.44700, 1.76290, -2.83581], [-2.12551, -1.01554, -2.75175], [5.44627, 2.99537, 1.59794], [3.37112, -1.86094, -3.21695], [-2.47822, 3.42968, 2.78618], [5.09694, 3.36085, 0.63355], [5.80633, 0.49978, -0.72853], [0.06909, -2.01683, 2.81992], [5.38675, -0.50220, -0.63837], [2.06353, -2.18686, 1.69209], [6.61147, 0.60693, -0.00207], [2.52155, -2.01847, -2.56396], [-5.46390, -1.96645, 2.02936], [-5.47482, 0.05396, -1.25473], [-3.36910, 3.40134, -4.01286], [3.41749, 0.64447, 2.73674], [-3.33430, -1.29151, 0.99262], [-4.43411, 2.06022, 2.51943], [-2.68434, 4.34309, -1.90873], [-2.04519, 0.82691, 2.68150], [6.41616, -0.20663, 4.10856], [-2.90583, -4.10086, -3.95144], [-7.60848, -1.35228, 0.96589], [4.54181, -0.20721, 5.14896], [1.54675, 0.62429, 3.80422], [2.42667, -3.29732, 2.41733], [1.09041, -1.21544, -0.77724], [-3.24927, 5.50617, -3.62036], [-6.67506, -0.32880, -0.67349], [5.92551, 3.86323, 0.13176], [2.61513, 0.44296, 3.86707], [0.15431, 0.14569, 0.63392], [2.02900, -3.93463, -3.40128], [3.17361, 0.03542, 5.06575], [1.55045, -3.80846, 3.36651], [-7.61219, -0.05596, -1.14051], [0.79359, 1.73163, -1.19069], [-2.37035, -3.16730, -3.83619], [2.54933, -0.09182, 5.94068], [4.45043, 1.90035, -0.49292], [3.38442, -3.75720, 2.22294], [-6.67296, -1.05624, 0.50975], [-2.76548, 1.93976, -2.17640], [5.44336, 0.57198, 1.99242], [2.72131, -0.10944, -1.65087], [4.74011, 2.97054, -2.72637], [0.90226, -1.52158, 1.87323], [-2.16120, 2.95186, -0.37426], [-1.81202, -1.38594, 3.84492], [-1.49445, 0.20580, -0.26022], [-2.51156, 3.06697, -1.39402], [2.71737, -1.82235, 0.91478], [-3.37611, 1.26685, -4.13166], [-3.91634, 2.13637, 4.22479], [0.36429, -2.40479, -0.88382], [3.11515, 3.33839, -2.10980], [6.23627, 0.59238, -1.72636], [3.86439, 2.55844, -2.22139], [-2.47842, 5.20812, -1.29142], [0.28989, -1.49368, -5.09802], [-0.93249, -3.62678, -5.35747], [-4.27046, -1.01722, 0.51744], [-1.14047, -0.14399, 2.33559], [-5.46818, -1.39993, 1.10659], [-4.04143, 2.70109, 3.30529], [2.16704, -1.03946, -1.64705], [-2.65237, 0.22804, -1.47886], [4.30937, 4.09516, 0.80186], [0.03401, 2.30389, 1.76845], [2.67689, 0.92042, 0.95154], [1.77141, -3.18205, -2.66791], [-0.46245, 0.16815, -3.44137], [-4.71262, 3.54104, 3.47249], [-3.66650, -2.44395, -2.29099], [1.80048, -4.69022, 3.93950], [4.79340, 0.41305, 2.84502], [-1.08507, -1.19760, 3.06437], [0.06621, -4.25299, -1.92623], [-5.49677, 0.63743, -2.16873], [-3.11542, 4.51035, -3.21839], [-0.48312, -2.60243, -0.23091], [4.97579, -0.53196, 6.08555], [0.35259, -3.15387, 3.56185], [-3.69735, 3.52996, -5.03584]], "forces_ev_per_angstrom": [[-0.001, 0.003, -0.003], [0.073, -0.004, -0.001], [0.046, 0.019, 0.021], [-0.023, -0.021, -0.034], [-0.023, 0.046, -0.015], [-0.059, 0.032, -0.009], [0.019, 0.035, 0.080], [0.047, 0.072, -0.135], [-0.015, 0.014, -0.029], [0.027, -0.023, 0.097], [-0.011, 0.012, -0.013], [0.047, -0.050, -0.016], [-0.010, 0.007, 0.008], [0.000, 0.012, -0.001], [0.029, -0.014, 0.008], [0.088, 0.059, -0.060], [0.035, -0.050, -0.017], [-0.162, 0.025, 0.088], [0.005, -0.003, -0.010], [0.080, -0.025, -0.027], [-0.009, -0.005, 0.010], [-0.020, -0.091, -0.028], [-0.001, -0.003, 0.006], [-0.018, 0.022, 0.024], [0.017, 0.014, 0.032], [0.129, -0.049, -0.113], [-0.012, 0.010, -0.003], [0.001, -0.002, -0.005], [0.018, -0.033, 0.009], [-0.082, -0.004, 0.033], [0.008, 0.005, -0.006], [-0.010, -0.007, 0.001], [-0.007, -0.003, 0.002], [-0.018, 0.002, 0.014], [0.014, 0.006, 0.010], [-0.018, 0.035, -0.020], [0.124, 0.091, -0.102], [-0.001, 0.005, -0.005], [0.008, -0.031, 0.029], [-0.001, 0.000, 0.005], [-0.019, 0.026, -0.061], [-0.212, 0.352, -0.784], [0.006, -0.006, -0.005], [-0.006, 0.009, -0.004], [-0.050, 0.026, 0.018], [-0.009, 0.002, 0.000], [-0.197, -0.113, 0.095], [-0.003, 0.017, -0.001], [-0.008, -0.009, 0.003], [-0.030, 0.014, 0.216], [0.003, -0.005, -0.002], [0.023, 0.024, -0.031], [-0.040, -0.006, -0.104], [-0.011, -0.024, -0.005], [-0.012, 0.002, 0.019], [0.006, -0.002, 0.003], [0.139, -0.202, -0.017], [0.001, 0.002, 0.026], [0.080, 0.085, 0.081], [0.325, -0.251, 0.375], [-0.031, 0.043, -0.005], [-0.012, 0.000, 0.001], [-0.011, -0.012, 0.010], [-0.001, 0.000, 0.001], [-0.050, -0.061, 0.028], [-0.006, 0.004, -0.005], [0.000, 0.015, 0.000], [-0.047, -0.015, -0.026], [0.003, 0.002, 0.007], [-0.001, 0.008, -0.002], [0.006, -0.010, -0.007], [-0.010, -0.029, -0.003], [0.116, 0.222, -0.216], [0.022, 0.003, -0.018], [-0.023, -0.004, 0.017], [0.006, 0.012, 0.004], [-0.004, 0.070, -0.006], [-0.007, -0.005, 0.001], [-0.076, 0.112, 0.168], [-0.156, -0.120, 0.167], [0.065, 0.043, 0.033], [0.000, 0.011, -0.012], [0.002, -0.001, 0.000], [-0.028, 0.002, -0.007], [0.000, -0.006, 0.002], [-0.017, 0.028, 0.084], [-0.028, -0.268, 0.040], [-0.004, 0.010, 0.014], [0.019, 0.005, -0.008], [-0.006, -0.022, 0.005], [-0.034, 0.018, 0.006], [-0.004, 0.000, 0.006], [0.016, -0.105, 0.086], [-0.003, -0.001, -0.009]], "e_above_lowest_kj_mol": 110.97, "multiplicity": 2, "total_energy_ha": -7593.94935, "charge": 1}